Record 1
{"formula": "C4H5NO", "method": "ωB97M-V/def2-TZVPD", "symbols": ["O", "C", "N", "C", "C", "C", "H", "H", "H", "H", "H"], "coordinates": [[-2.04434, 0.99377, -0.99483], [-1.43452, 0.88374, 0.00505], [-0.31521, 0.67318, 0.64144], [0.92652, 0.38307, -0.08551], [1.08818, -1.04182, -0.40063], [1.23182, -2.20738, -0.66430], [-2.21346, 1.04149, 1.26525], [-1.31046, 0.82892, 1.58141], [0.97518, 0.97450, -1.00745], [1.74888, 0.71380, 0.55600], [1.34742, -3.24327, -0.89643]], "forces_ev_per_angstrom": [[0.2925, -0.0680, 0.6146], [-0.0366, 0.0183, -0.3038], [-0.1914, -0.0169, -0.0596], [0.1433, 0.0607, -0.0819], [0.1006, -0.5217, -0.1421], [-0.1009, 0.5006, 0.1265], [-0.0561, 0.0095, -0.0596], [-0.0470, 0.0193, -0.1337], [0.0100, -0.1076, 0.1093], [-0.1019, -0.0780, -0.1082], [-0.0127, 0.1838, 0.0385]], "nbo_charge": [-0.4979, 0.7630, -0.6825, -0.3052, -0.0341, -0.2110, -0.0803, 0.3409, 0.2320, 0.2372, 0.2381], "multiplicity": 1, "total_charge": 0, "relative_energy_ev": 5.4053}

Record 2
{"formula": "C3H7N3OS", "method": "ωB97M-V/def2-TZVPD", "symbols": ["H", "N", "C", "N", "C", "C", "O", "N", "S", "H", "H", "H", "H", "H", "H"], "coordinates": [[-1.88018, -3.05951, -0.62181], [-1.49217, -1.93920, -0.77991], [-0.28412, -2.25110, -0.24253], [0.65301, -1.20171, -0.17593], [1.93729, -1.44022, 0.45296], [0.48939, 0.15916, 0.14723], [1.36893, 0.95394, 0.59148], [-0.63381, 0.71791, -0.52752], [-1.06791, 2.41323, 0.11048], [0.08121, -3.24118, 0.41107], [2.65510, -0.66806, -0.09230], [2.30901, -2.47840, 0.05002], [1.79904, -1.37819, 1.62006], [-1.33666, 0.07545, -0.62375], [-0.03699, 2.66075, 0.99460]], "forces_ev_per_angstrom": [[0.1748, 4.1507, -0.8704], [2.9034, -6.9944, 2.6220], [-2.2952, 1.8118, 0.3824], [1.4004, 0.1948, 2.1001], [2.5490, -2.1382, -1.0027], [-0.9020, 4.3628, -3.0514], [-2.3810, -3.1364, -0.3106], [3.5550, 3.1899, 2.9777], [0.2099, -1.4173, -0.5437], [-1.0379, 2.4739, -2.3040], [-1.1939, -1.7289, 2.0585], [-0.6351, 1.6701, 1.3122], [1.0602, -0.0820, -2.3413], [-2.8646, -1.5860, -0.2782], [-0.5431, -0.7708, -0.7506]], "nbo_charge": [0.3516, -0.6571, 0.2527, -0.5051, -0.4337, 0.7624, -0.6337, -0.6897, 0.0961, 0.2046, 0.2594, 0.1987, 0.2159, 0.4052, 0.1728], "multiplicity": 1, "total_charge": 0, "relative_energy_ev": 3.9579, "smiles": "[H]/N=C/N(C)C(=O)NS"}

Record 3
{"formula": "C59H51N2O10P2RbS2", "method": "ωB97M-V/def2-TZVPD", "symbols": ["Rb", "O", "S", "C", "C", "C", "C", "C", "C", "C", "C", "C", "C", "P", "C", "C", "C", "C", "C", "C", "C", "C", "C", "C", "C", "C", "C", "C", "C", "C", "C", "C", "C", "C", "C", "C", "C", "C", "P", "C", "C", "C", "C", "C", "C", "C", "C", "C", "C", "C", "C", "C", "C", "H", "H", "H", "H", "H", "H", "H", "H", "H", "H", "H", "H", "H", "H", "H", "H", "H", "H", "H", "H", "H", "H", "H", "H", "H", "H", "H", "H", "H", "H", "H", "H", "H", "H", "H", "H", "N", "C", "O", "C", "C", "H", "H", "H", "H", "H", "H", "O", "C", "C", "O", "C", "C", "O", "C", "O", "O", "O", "H", "H", "O", "H", "H", "O", "H", "H", "S", "C", "C", "N", "C", "H", "H", "H"], "coordinates": [[-0.16034, 0.52984, -0.15374], [-0.75810, -0.52576, 4.45637], [0.03236, -0.80228, 3.21235], [0.72072, -2.44559, 3.52454], [1.42347, -2.54226, 4.70215], [2.09143, -3.71478, 5.10383], [2.04678, -4.78594, 4.26047], [2.70448, -6.14244, 4.35671], [2.27547, -6.88421, 3.06310], [1.36072, -5.91553, 2.35000], [0.66933, -6.01846, 1.18792], [-0.16955, -4.93925, 0.81049], [-0.28950, -3.76139, 1.50984], [-1.51018, -2.49874, 0.95397], [-2.82195, -2.64047, 2.21481], [-2.97846, -3.69911, 3.10716], [-4.02056, -3.69506, 4.02501], [-4.92397, -2.63986, 4.04297], [-4.78375, -1.58820, 3.14763], [-3.72846, -1.57757, 2.24584], [-2.28902, -3.24592, -0.51766], [-2.02311, -2.58965, -1.71515], [-2.62460, -3.00220, -2.89930], [-3.49262, -4.08031, -2.88485], [-3.77214, -4.74114, -1.68995], [-3.17988, -4.32143, -0.51046], [0.53535, -3.58373, 2.68027], [1.27766, -4.71032, 3.08414], [1.51080, 0.21452, 3.38826], [2.75241, -0.30759, 3.13282], [3.95094, 0.39077, 3.41019], [3.85447, 1.60405, 4.01496], [4.92009, 2.56521, 4.48801], [4.13645, 3.76342, 5.08873], [2.68215, 3.43266, 4.84548], [1.54495, 4.14095, 5.09256], [0.32447, 3.60654, 4.62435], [0.19820, 2.39153, 3.98789], [-1.37410, 2.05224, 3.06356], [-2.64380, 2.23714, 4.38537], [-3.10881, 3.48103, 4.82048], [-4.06899, 3.57573, 5.81818], [-4.58795, 2.42287, 6.39241], [-4.14629, 1.18310, 5.95590], [-3.18459, 1.08652, 4.95792], [-1.51020, 3.61099, 2.11381], [-2.75633, 4.04563, 1.66776], [-2.86233, 5.10145, 0.77464], [-1.72341, 5.73024, 0.29612], [-0.47601, 5.29790, 0.72038], [-0.36983, 4.24814, 1.62125], [1.36290, 1.56397, 3.86627], [2.57907, 2.16587, 4.23979], [1.48483, -1.66208, 5.33063], [2.64691, -3.72982, 6.03442], [2.37598, -6.67278, 5.25284], [3.78952, -6.04687, 4.42810], [1.76266, -7.82145, 3.28729], [3.13708, -7.13670, 2.44233], [0.70864, -6.90385, 0.56354], [-0.76406, -5.06504, -0.08440], [-2.26818, -4.51888, 3.09402], [-4.12802, -4.51633, 4.72448], [-5.73992, -2.63806, 4.75706], [-5.48580, -0.76344, 3.14867], [-3.63519, -0.75924, 1.53633], [-1.37012, -1.72541, -1.74845], [-2.41961, -2.44232, -3.80363], [-3.98069, -4.39545, -3.79997], [-4.47062, -5.56997, -1.67892], [-3.42131, -4.81429, 0.42488], [2.82486, -1.30318, 2.71656], [4.90101, -0.06140, 3.15402], [5.54961, 2.87882, 3.65338], [5.57709, 2.09694, 5.22356], [4.40738, 4.70311, 4.60455], [4.33979, 3.88432, 6.15509], [1.55865, 5.11708, 5.56388], [-0.55768, 4.22766, 4.71114], [-2.73577, 4.38441, 4.35502], [-4.41600, 4.55199, 6.13588], [-5.34126, 2.49188, 7.16875], [-4.55459, 0.27523, 6.38476], [-2.84129, 0.11756, 4.62656], [-3.65752, 3.54008, 1.99254], [-3.84173, 5.40472, 0.42534], [-1.80597, 6.53223, -0.42675], [0.42535, 5.75959, 0.33426], [0.61855, 3.91493, 1.91785], [-2.99435, 1.87130, -2.71759], [-2.56220, 2.03554, -1.47209], [-1.47863, 2.55685, -1.14876], [-3.56417, 1.53412, -0.41961], [-4.51919, 0.45406, -0.89276], [-2.37486, 2.00139, -3.50511], [-3.81612, 1.24218, -2.71646], [-4.14139, 2.44440, -0.20519], [-2.96207, 1.33527, 0.49719], [-5.47283, 0.50249, -0.35401], [-4.08984, -0.55353, -0.79540], [1.94157, 3.10621, -5.48241], [1.50693, 2.42382, -4.57217], [2.17325, 2.05933, -3.29288], [3.13417, 2.64464, -2.75296], [1.49178, 0.89190, -2.78883], [0.22972, 0.70998, -3.47571], [-0.61977, -0.16223, -3.24066], [0.14189, 1.78919, -4.49403], [-0.84817, 2.12824, -5.11926], [1.88990, 0.15943, -1.82868], [1.51085, -1.59611, 0.54676], [1.61730, -2.04154, -0.31588], [2.21663, -0.91979, 0.53813], [2.21861, 3.00484, -0.18533], [2.61813, 2.85899, -1.08206], [1.34916, 3.37703, -0.37404], [3.46307, 0.41834, 0.26498], [3.06909, 0.37990, -0.64823], [3.22219, 1.32271, 0.51573], [2.53811, -1.94313, -4.40636], [1.15401, -2.93626, -4.25480], [1.06046, -3.38356, -2.97759], [2.05222, -2.96748, -2.12556], [2.89013, -2.19743, -2.75818], [0.46305, -3.09208, -5.06640], [0.25909, -4.00128, -2.59919], [3.73702, -1.72614, -2.28216]], "forces_ev_per_angstrom": [[-0.1632, -0.0542, 0.3121], [0.1271, 0.1181, 0.0397], [-0.5266, -0.2418, -0.0540], [0.0329, 0.0774, 0.0576], [0.0460, -0.0712, 0.0407], [-0.0304, 0.0811, -0.0049], [-0.0078, 0.0031, 0.0182], [0.0148, -0.0073, 0.0007], [-0.0121, -0.0138, -0.0175], [0.0314, 0.0198, 0.0321], [-0.0788, 0.0343, -0.0589], [0.0439, -0.0302, -0.0428], [-0.0941, -0.1182, 0.0856], [0.2512, 0.3500, -0.1338], [-0.1015, -0.0625, 0.0358], [0.0611, 0.0718, 0.0390], [0.0265, 0.0110, -0.0211], [-0.0310, -0.0127, 0.0199], [0.0679, 0.0157, -0.0403], [-0.0693, -0.0855, 0.0427], [-0.0707, -0.0045, 0.0005], [-0.1020, 0.0113, -0.0299], [0.0371, 0.0081, 0.0446], [-0.0299, -0.0130, -0.0410], [0.0213, 0.0181, 0.0151], [0.0082, 0.0311, -0.0187], [0.0142, 0.0698, -0.0612], [0.0298, -0.0843, 0.0162], [0.0113, 0.0216, -0.0078], [0.0880, 0.0162, 0.0194], [-0.0712, -0.0704, -0.0151], [0.0311, -0.0047, -0.0077], [0.0093, -0.0131, 0.0011], [0.0085, 0.0116, -0.0215], [0.0120, -0.0164, 0.0219], [-0.0800, -0.0120, -0.0338], [0.0374, 0.0005, 0.0320], [-0.0326, 0.0078, 0.0740], [0.1567, -0.3582, 0.1220], [-0.0876, 0.2558, -0.0252], [0.0004, -0.0964, 0.0134], [0.0305, -0.0044, -0.0434], [0.0115, 0.0077, 0.0081], [0.0131, -0.0322, -0.0206], [-0.0578, 0.0552, 0.0009], [0.0366, 0.0635, -0.0151], [-0.0106, 0.0615, -0.0252], [0.0002, -0.0363, 0.0231], [0.0110, -0.0097, 0.0029], [0.0015, -0.0156, -0.0001], [0.0166, 0.0024, -0.0124], [0.0861, -0.0438, -0.0306], [0.0078, 0.0596, -0.0032], [-0.0151, 0.0007, -0.0103], [-0.0050, -0.0149, -0.0106], [-0.0160, -0.0033, 0.0043], [0.0031, 0.0058, -0.0061], [-0.0064, -0.0035, 0.0022], [0.0080, 0.0144, -0.0039], [0.0143, 0.0040, 0.0173], [-0.0100, -0.0055, 0.0076], [-0.0296, -0.0156, 0.0010], [0.0031, 0.0110, -0.0043], [0.0097, -0.0018, -0.0033], [-0.0026, -0.0078, 0.0107], [-0.0077, 0.0091, -0.0110], [0.0414, -0.0125, -0.0664], [-0.0169, -0.0281, 0.0099], [0.0033, -0.0023, 0.0067], [0.0011, 0.0044, -0.0017], [0.0000, -0.0064, 0.0096], [-0.0138, 0.0110, 0.0091], [-0.0230, 0.0186, -0.0003], [-0.0135, 0.0004, -0.0069], [-0.0029, 0.0069, 0.0035], [0.0019, 0.0046, 0.0049], [-0.0079, -0.0146, 0.0022], [0.0231, -0.0122, -0.0007], [-0.0088, 0.0073, 0.0089], [-0.0071, 0.0264, 0.0061], [-0.0099, -0.0102, 0.0119], [0.0022, 0.0030, -0.0087], [-0.0007, 0.0127, -0.0019], [0.0160, -0.0178, -0.0164], [0.0136, -0.0236, 0.0330], [0.0071, 0.0070, -0.0062], [0.0029, -0.0082, 0.0018], [-0.0171, 0.0006, 0.0012], [-0.0244, -0.0025, 0.0007], [-0.0716, 0.0056, 0.1665], [-0.1393, -0.0287, 0.1036], [-0.2125, 0.3395, -0.2323], [-0.0420, 0.0089, -0.1024], [0.0027, 0.0765, -0.0757], [0.0343, -0.0645, -0.0781], [0.0332, 0.0115, -0.1097], [-0.0029, -0.0559, 0.1991], [-0.0002, 0.1133, -0.0866], [0.0268, -0.0756, 0.0260], [-0.0278, 0.0174, -0.0063], [0.0203, 0.1585, -0.0303], [-0.0902, -0.0861, 0.1290], [-0.1029, 0.0141, -0.0978], [0.0569, -0.0302, -0.0133], [0.1082, -0.0296, 0.0337], [0.1294, -0.0112, -0.0995], [0.0386, 0.0089, 0.0790], [0.1028, -0.0119, 0.0909], [-0.1686, -0.0159, -0.1890], [0.2497, 0.0167, -0.1630], [0.4018, -0.2718, 0.0575], [-0.0252, -0.0351, 0.1424], [0.0734, 0.0297, -0.0220], [-0.0237, 0.0269, -0.0376], [0.0290, 0.0186, 0.0546], [-0.0350, -0.0112, -0.0287], [0.0111, -0.0052, -0.0976], [0.0273, 0.0681, -0.0405], [-0.0169, -0.0139, 0.0680], [-0.0053, 0.0670, -0.1410], [-0.0320, -0.0351, 0.0799], [-0.0381, -0.0036, -0.0192], [0.0532, -0.0107, -0.0675], [-0.0235, -0.1654, 0.2105], [0.0383, 0.0131, 0.0078], [0.0076, 0.0045, 0.0103], [-0.0248, 0.0345, -0.0479]], "mulliken_charge": [1.3075, -0.9018, 2.1939, -0.6503, 0.1615, -1.4102, 0.5551, -0.8397, -0.9608, 0.3062, -1.2201, 0.1850, -0.1617, 1.3435, 0.4328, -0.4675, -0.7959, -0.6322, -0.7335, -0.7718, -0.0601, -0.5518, -1.0124, -0.6006, -0.6302, 0.2111, -1.5970, 1.4317, -0.0298, -0.0289, -1.2082, 0.1027, -0.9421, -0.7147, 0.5305, -1.4400, 0.5862, -0.4834, 2.0044, 0.4049, -0.2301, -0.9337, -0.5548, -0.9495, -0.4900, 0.8329, -0.7076, -0.8005, -0.6311, -0.7150, -1.1487, -1.3342, 1.1584, 0.5445, 0.4100, 0.2610, 0.2843, 0.2697, 0.2837, 0.4311, 0.3319, 0.4469, 0.4119, 0.4014, 0.4957, 0.5500, 0.5283, 0.5432, 0.3529, 0.3414, 0.4549, 0.3942, 0.4216, 0.2394, 0.2799, 0.2641, 0.2682, 0.3754, 0.2850, 0.2849, 0.3896, 0.3659, 0.4662, 0.4498, 0.6101, 0.3174, 0.3529, 0.4334, 0.5957, -0.0681, -0.3127, -0.4697, 1.5185, -1.2201, 0.2862, 0.1925, 0.1205, -1.1944, 0.1883, 0.3019, -0.7121, 0.0210, 0.2318, -0.9527, 0.3129, 0.7959, -0.4749, 0.2893, -0.7946, -0.4243, 0.2720, -0.0265, 0.0518, -0.7146, 0.2114, 0.2674, -0.7050, 0.3590, 0.3095, -0.1920, -0.1452, -0.6802, -0.3721, -0.3139, 0.3962, 0.5265, 0.5755], "multiplicity": 1, "total_charge": -2}

Number 1: HOMO -10.200 eV. Number 2: HOMO -8.810 eV. Number 3: HOMO -0.349 eV.